1.
# Cl2H3N2OP

2 unconnected molecules or ions with the total composition Cl2H3N2OP at a distorted geometry (the ωB97M-V functional and the def2-TZVPD basis, OMol25).

Geometry (Å):
H 0.09170 -2.77553 -0.51688
N 0.49725 -1.82931 -0.50606
N 1.70989 -1.78934 -0.71154
H 1.96870 -0.87754 -1.05548
O -1.04854 1.77347 1.55590
P -0.39890 1.01293 0.29033
Cl -2.07890 0.40060 -0.67756
Cl -0.04297 2.73418 -0.82033
H -0.69822 1.35053 2.44161

Forces on the atoms, in the same order (eV/Å):
H 0.94 -0.40 1.01
N -0.54 1.25 -1.24
N -0.43 -2.42 -0.69
H 0.09 1.34 0.88
O 0.74 -1.15 3.07
P 0.52 0.44 -0.28
Cl -0.36 -0.14 -0.12
Cl 0.08 -0.14 -0.05
H -1.03 1.22 -2.58

Properties
2S+1   1
E   -1448.285099 Ha
Relative energy (zero: lowest compared OMol25 entry of this formula, charge and spin)   169.02 kJ/mol

Electronic structure analysis, Mulliken charges in units of e:
1 H 0.21
2 N -0.05
3 N -0.41
4 H 0.27
5 O -0.48
6 P 0.53
7 Cl -0.19
8 Cl -0.24
9 H 0.37

---

2.
# Cl2H3N2P

A molecular structure, Cl2H3N2P at a distorted geometry (the ωB97M-V functional and the def2-TZVPD basis, OMol25).

Geometry (Å):
N -0.44444 -2.00118 -0.23925
N 0.75051 0.50208 0.78687
P -0.22087 0.25604 -0.55479
Cl 0.95751 0.80094 -2.15692
Cl -1.52917 1.67920 -0.05610
H -1.42587 -2.31442 -0.36521
H 1.52603 -0.14627 1.10893
H 0.38628 1.22361 1.47648

Forces on the atoms, in the same order (eV/Å):
N 0.34 1.83 -0.29
N 0.43 0.54 1.29
P 0.83 -3.58 1.53
Cl -0.35 0.24 0.16
Cl -0.67 0.82 -0.42
H 0.10 0.58 -0.23
H -1.76 1.14 -0.78
H 1.07 -1.56 -1.27

Properties
2S+1   1
E   -1372.959024 Ha
Relative energy (zero: lowest compared OMol25 entry of this formula, charge and spin)   400.99 kJ/mol

Electronic structure analysis, Mulliken charges in units of e:
1 N -0.44
2 N -0.48
3 P 0.69
4 Cl -0.22
5 Cl -0.22
6 H 0.18
7 H 0.25
8 H 0.25

---

3.
# Cl2H3N3

2 unconnected molecules or ions with the total composition Cl2H3N3 at a distorted geometry (the ωB97M-V functional and the def2-TZVPD basis, OMol25).

Geometry (Å):
N -0.26230 -1.36146 -0.10805
N -0.66496 -0.20019 0.11739
N -0.28502 0.66292 0.88301
Cl -0.97833 2.15268 0.62415
Cl 2.05197 0.72031 -0.60924
H 2.39358 -0.34450 0.26587
H -0.89118 -1.91048 -0.70410
H -1.36375 0.28072 -0.46904

Forces on the atoms, in the same order (eV/Å):
N 1.15 -1.66 1.06
N -3.81 0.13 -4.01
N 3.13 0.68 4.57
Cl -0.57 0.77 -0.32
Cl 1.65 -2.10 1.43
H -0.88 2.29 -1.92
H 0.06 1.01 0.08
H -0.73 -1.12 -0.89

Properties
2S+1   1
E   -1086.291927 Ha
Relative energy (zero: lowest compared OMol25 entry of this formula, charge and spin)   100.49 kJ/mol

Electronic structure analysis, Mulliken charges in units of e:
1 N -0.78
2 N 0.72
3 N -0.34
4 Cl -0.08
5 Cl -0.30
6 H 0.30
7 H 0.24
8 H 0.24

---

4.
# Cl2H3N3

2 unconnected molecules or ions with the total composition Cl2H3N3 at a distorted geometry (the ωB97M-V functional and the def2-TZVPD basis, OMol25).

Geometry (Å):
N -0.58594 0.86829 0.01532
N 0.62802 0.38586 0.11680
N 1.10307 -0.72719 -0.28070
Cl 2.80403 -0.66344 -0.16557
Cl -2.98731 -1.41815 -0.12627
H -1.74062 -1.13191 -0.29599
H -0.67430 1.73231 0.38649
H 1.45304 0.95424 0.34992

Forces on the atoms, in the same order (eV/Å):
N 1.92 -5.94 -1.68
N -0.23 2.61 -0.46
N -1.64 -0.99 -0.34
Cl 0.27 -0.16 0.07
Cl 0.12 -0.14 -0.04
H -0.28 0.13 0.04
H 0.47 3.45 1.70
H -0.63 1.04 0.71

Properties
2S+1   1
E   -1086.311798 Ha
Relative energy (zero: lowest compared OMol25 entry of this formula, charge and spin)   48.32 kJ/mol

Electronic structure analysis, Mulliken charges in units of e:
1 N -0.70
2 N 0.68
3 N -0.31
4 Cl -0.13
5 Cl -0.28
6 H 0.28
7 H 0.19
8 H 0.27

---

5.
# Cl2H3NSi

2 unconnected molecules or ions with the total composition Cl2H3NSi at a distorted geometry (the ωB97M-V functional and the def2-TZVPD basis, OMol25).

Geometry (Å):
H -0.81179 1.18027 0.53067
N -0.12221 0.52653 0.76344
Si 1.27418 0.43599 -0.03111
Cl 2.22202 -1.14271 0.68412
H 2.18366 0.92134 -1.13920
Cl -2.13245 -1.11345 -0.98117
H -2.61340 -0.80797 0.17324

Forces on the atoms, in the same order (eV/Å):
H -1.18 1.26 -0.36
N 1.88 -0.21 -0.52
Si -0.83 -0.06 0.32
Cl 1.07 -1.03 0.30
H -0.79 0.22 0.44
Cl -0.38 -0.11 0.01
H 0.22 -0.07 -0.19

Properties
2S+1   1
E   -1266.428799 Ha
Relative energy (zero: lowest compared OMol25 entry of this formula, charge and spin)   334.29 kJ/mol

Electronic structure analysis, Mulliken charges in units of e:
1 H 0.22
2 N -0.44
3 Si 0.46
4 Cl -0.17
5 H -0.06
6 Cl -0.26
7 H 0.25

---

6.
# Cl2H4Si2

2 unconnected molecules or ions with the total composition Cl2H4Si2 at a distorted geometry (the ωB97M-V functional and the def2-TZVPD basis, OMol25).

Geometry (Å):
Si -0.55657 -0.42010 -2.96260
Si 0.32625 0.25379 2.45666
Cl 0.87562 1.87757 3.55162
Cl -1.45742 -0.42035 2.94021
H 1.31816 -0.72167 2.83138
H -2.00713 -0.49311 -2.16312
H -0.14432 1.01412 -3.09232
H 0.14126 0.81625 1.22002

Forces on the atoms, in the same order (eV/Å):
Si -0.81 -1.32 0.37
Si 1.00 0.38 1.73
Cl 0.06 0.43 0.45
Cl -1.60 -0.72 0.59
H 0.37 -0.53 -0.40
H 1.42 0.82 -0.73
H -0.61 0.51 0.37
H 0.16 0.43 -2.39

Properties
2S+1   1
E   -1501.727377 Ha
Relative energy (zero: lowest compared OMol25 entry of this formula, charge and spin)   231.41 kJ/mol

Electronic structure analysis, Mulliken charges in units of e:
1 Si 0.11
2 Si 0.68
3 Cl -0.24
4 Cl -0.18
5 H -0.11
6 H -0.05
7 H -0.05
8 H -0.14

---

7.
# Cl2H8Si4

2 unconnected molecules or ions with the total composition Cl2H8Si4 at a distorted geometry (the ωB97M-V functional and the def2-TZVPD basis, OMol25).

Geometry (Å):
Si 3.32423 -1.50661 -1.64472
Si -2.49382 0.96617 -0.52193
Si 3.21624 0.60816 -0.84013
Si -1.92885 -1.03944 0.45496
Cl -2.59354 -1.15298 2.49221
Cl 0.10225 -1.20920 0.74027
H 2.85496 -0.98935 -2.94286
H 4.80402 -1.75603 -1.64668
H 2.64516 -2.74062 -1.29185
H -2.63896 0.74595 -2.00708
H -3.68539 1.76114 0.03911
H -1.40995 2.04183 -0.73231
H 1.82861 1.13583 -0.66354
H -2.59978 -2.06682 -0.25667

Forces on the atoms, in the same order (eV/Å):
Si 0.41 -0.32 0.36
Si 0.17 2.35 -1.16
Si 0.80 1.38 0.36
Si 0.27 0.83 2.46
Cl 0.05 0.11 -1.24
Cl -0.21 -0.21 -0.50
H 0.09 -0.01 -0.56
H -0.41 -0.04 -0.21
H -0.38 -0.40 0.06
H -0.45 -0.40 0.48
H 0.62 -0.87 -0.26
H -0.34 -0.81 0.77
H -0.47 -0.56 -0.06
H -0.15 -1.05 -0.51

Properties
2S+1   1
E   -2083.070878 Ha
Relative energy (zero: lowest compared OMol25 entry of this formula, charge and spin)   226.69 kJ/mol

Electronic structure analysis, Mulliken charges in units of e:
1 Si 0.31
2 Si 0.22
3 Si 0.06
4 Si 0.52
5 Cl -0.28
6 Cl -0.17
7 H -0.09
8 H -0.09
9 H -0.12
10 H -0.08
11 H -0.07
12 H -0.07
13 H -0.06
14 H -0.09

---

8.
# Cl2HISi

2 unconnected molecules or ions with the total composition Cl2HISi at a distorted geometry (the ωB97M-V functional and the def2-TZVPD basis, OMol25).

Geometry (Å):
Si 0.24885 -0.50405 -0.01557
Cl -1.41308 -0.63653 -1.03503
Cl -0.67143 3.15002 -0.56046
I 0.27116 -1.47878 2.20564
H 1.56450 -0.53066 -0.59456

Forces on the atoms, in the same order (eV/Å):
Si -0.39 0.87 1.42
Cl -0.28 -0.18 -0.36
Cl 0.45 -1.37 0.31
I -0.09 0.55 -0.90
H 0.30 0.14 -0.47

Properties
2S+1   1
E   -1508.140684 Ha
Relative energy (zero: lowest compared OMol25 entry of this formula, charge and spin)   354.95 kJ/mol

Electronic structure analysis, Mulliken charges in units of e:
1 Si 0.46
2 Cl 0.02
3 Cl -0.66
4 I 0.14
5 H 0.03